No. 1
89
Properties=species:S:1:pos:R:3 method="wB97M-V/def2-TZVPD" energy_ev=-112962.5328 orbital_gap_ha="0.19184 / 0.19180" e_above_lowest_ev=0.000 spin_multiplicity=4 s2=3.76 e_lumo_ev="2.24 / 2.24" charge=-1
C -1.48034 0.21824 -5.28298
C -1.04861 -0.82873 -4.31202
H -0.60508 0.59465 -5.83295
H -1.98738 1.05386 -4.80132
H -2.16395 -0.21230 -6.03117
C -0.49751 -1.96537 -4.76705
C -0.12193 -2.23034 -6.18934
H -0.33514 -2.82662 -4.11786
H 0.49136 -1.42755 -6.62520
H -0.98590 -2.38837 -6.85497
H 0.47572 -3.15189 -6.22796
V -0.08601 0.51830 0.05006
Cl 1.26298 2.63348 -1.22130
C -0.63840 -1.84753 1.77506
O 0.15948 -1.13704 1.11010
N -0.15466 -2.86629 2.48570
C 1.27435 -3.15632 2.36820
C -1.02946 -3.90212 3.01696
H -1.73348 -1.68540 1.77488
H 1.85954 -2.23928 2.52425
H 1.51889 -3.57919 1.37741
H 1.50874 -3.89198 3.14382
H -1.98872 -3.45243 3.31191
H -0.52822 -4.35729 3.87976
H -1.22664 -4.68050 2.25896
H 0.75727 1.57483 4.51480
H -1.63687 3.78498 4.21924
C 1.10700 2.50566 4.03449
C -0.75270 4.16385 3.68540
N 0.06975 3.07838 3.17566
H 2.01157 2.28040 3.45150
C -0.20878 2.47451 2.02969
O 0.51506 1.49733 1.64833
H -1.09542 4.78650 2.84954
H -1.06379 2.83565 1.43404
H 1.32439 3.25568 4.80075
H -0.14515 4.76313 4.36804
H 1.63543 0.32664 -3.44305
H 2.96145 -2.61207 -3.70937
C 2.71539 0.18629 -3.27109
C 3.61286 -2.12702 -2.96283
N 2.94626 -0.95944 -2.39407
H 3.12125 1.10148 -2.82117
C 2.59976 -0.91811 -1.08681
O 1.99176 0.03497 -0.55700
H 3.84172 -2.85409 -2.17236
H 2.88502 -1.81782 -0.50733
H 3.21904 -0.02337 -4.22090
H 4.54483 -1.81589 -3.45580
O -0.49681 0.55311 -2.44747
C -1.25780 -0.52759 -2.81332
C 0.10801 -2.46715 -1.90012
C -1.11070 -1.80576 -1.94621
H 0.93164 -2.02799 -2.46980
C 0.23124 -3.69141 -1.24461
H -2.32942 -0.24844 -2.72365
C -2.20288 -2.32001 -1.24409
H 1.19180 -4.20401 -1.26856
C -0.88197 -4.24812 -0.61747
C -2.08078 -3.52971 -0.56428
H -3.13387 -1.75258 -1.21961
H -0.80103 -5.23587 -0.15368
H -2.93143 -3.92778 -0.00242
Si 0.08094 3.91096 -2.41490
Cl -2.27878 0.45182 0.38292
C 1.29666 4.96568 -3.34819
C -0.88992 4.81510 -1.08095
C -1.13102 3.00738 -3.47232
H 1.92096 4.33699 -4.00191
H 1.95896 5.51421 -2.66265
H 0.76712 5.69488 -3.97688
H -0.59081 2.34780 -4.15267
H -1.71494 3.71501 -4.07399
H -1.83131 2.43209 -2.85627
H -1.67715 4.16773 -0.67058
H -1.37966 5.69371 -1.51988
H -0.27126 5.16059 -0.24063
S -4.20739 -2.06722 2.64160
C -3.88588 -0.64193 3.45293
C -2.74022 -0.51771 4.28032
C -2.46234 0.68422 4.91334
C -3.33033 1.77911 4.77633
C -4.49356 1.65366 3.99093
C -4.77320 0.46435 3.34050
H -2.09338 -1.38252 4.40700
H -1.55943 0.76103 5.52504
H -3.11506 2.71638 5.29655
H -5.17812 2.49848 3.89534
H -5.64753 0.35118 2.70647

---

No. 2
17
Properties=species:S:1:pos:R:3 method="wB97M-V/def2-TZVPD" energy_ev=-26080.1989 orbital_gap_ha=0.31810 e_above_lowest_ev=3.170 spin_multiplicity=1 e_lumo_ev=-0.50
C -2.33693 -0.54264 -1.40612
C -0.23100 -0.70981 1.23033
C 3.41931 0.46406 0.44004
O -2.17811 1.29891 0.92585
O -0.30828 1.45523 -0.79370
Si -1.26957 0.31729 -0.04174
S 4.89415 0.03734 -0.23590
H -3.20267 -1.02289 -1.06482
H -2.69655 0.20792 -2.04616
H -1.63504 -1.33380 -1.99519
H 0.01443 -1.70056 0.93813
H -0.84182 -0.93323 2.00729
H 0.63302 -0.25149 1.57605
H 3.18374 1.47334 0.12876
H -3.08624 1.22896 0.81138
H 0.67751 1.36273 -0.78332
H 4.96403 -1.35135 0.30912

---

No. 3
120
Properties=species:S:1:pos:R:3 method="wB97M-V/def2-TZVPD" energy_ev=-83185.1173 orbital_gap_ha=0.32236 e_above_lowest_ev=20.698 spin_multiplicity=1 e_lumo_ev=-1.01
H 3.37350 3.63637 3.22592
H 3.29007 4.17751 1.88672
O 2.77912 3.59555 2.57372
H -0.32216 4.53870 -4.75043
H 0.66896 4.34140 -3.31691
O -0.23629 4.06416 -3.83182
H -1.85390 -1.11586 -3.70961
H -2.36865 -0.37930 -2.42623
O -2.28661 -1.30156 -2.78053
H -4.06126 -3.76890 -2.78330
H -2.73622 -3.50648 -3.08709
O -3.55566 -4.13110 -3.45741
H -0.27270 -1.97933 -3.92727
H -0.12993 -2.05675 -5.38688
O 0.14694 -2.49586 -4.46878
H 1.46984 5.61429 2.74598
O 1.11876 5.71458 3.62818
H 2.55945 1.11578 2.45681
O 1.76416 0.82653 2.04149
H 4.10352 1.36876 4.09790
H 4.14192 0.11160 3.30701
O 4.32643 1.09551 3.24664
H -2.16375 3.47456 -2.66611
H -3.09048 4.42050 -3.36879
O -3.09370 3.62305 -2.99098
H -2.42970 -0.11000 5.21250
H -3.30205 -1.37927 5.39057
O -2.43852 -0.99937 5.65511
H 2.07750 -2.57261 5.31964
H 2.31535 -2.05811 3.80607
O 2.67499 -2.04031 4.78270
H -0.83146 2.19463 0.61091
O 0.18734 2.31311 0.80587
H 2.98530 -1.61323 -4.20800
H 3.72918 -0.54453 -5.02661
O 2.93259 -0.72989 -4.58497
H 2.13596 4.76391 -0.92834
H 3.58849 4.57364 -0.48556
O 2.93313 5.20725 -0.78460
H 3.83984 -0.94070 0.71512
H 2.97214 0.24626 0.55401
O 3.38548 -0.42168 0.19155
H -0.87844 -3.83260 3.66961
H -0.34381 -4.99916 2.54635
O -0.17066 -4.07780 2.85190
H 1.13596 1.88414 6.45116
H 1.02399 2.31763 4.96396
O 0.67897 2.58542 5.94188
H -3.35776 3.33569 -1.15863
H -4.39511 3.78271 0.06105
O -3.65374 3.29301 -0.24182
H -3.43554 4.34133 3.17916
O -4.08178 3.99122 2.46520
H 3.86604 0.72114 -2.39992
H 3.87756 0.95962 -0.94079
O 4.09796 1.29788 -1.65478
H 0.04536 0.02196 3.64965
O 0.20405 -0.62402 4.53116
H 2.54019 -0.55485 5.51456
H 1.44712 -0.31655 6.67127
O 2.19519 0.08874 6.13986
H -4.48807 0.07724 -0.80335
H -4.26025 1.22711 0.19577
O -4.06553 0.29276 0.01029
H 0.71917 -3.71399 -2.59117
H 1.63022 -2.74404 -2.90659
O 1.39261 -3.05433 -2.10084
H -2.44819 -1.43884 -6.39716
H -1.95598 0.03242 -6.35706
O -1.61754 -0.81283 -6.40817
H 1.95334 -5.35050 -3.09779
H 2.28618 -4.32109 -1.78714
O 2.42056 -5.35884 -2.12100
H 0.97556 0.21770 -0.11940
H -0.04568 -0.48198 -1.01791
O 0.89675 -0.51902 -0.85185
H -1.81778 2.26217 5.14349
H -2.80145 1.59606 4.19081
O -2.51796 1.70156 5.07052
H -0.48220 4.64404 0.29761
H -1.70897 3.90767 0.36223
O -1.11157 4.21617 -0.33341
H -0.96382 -4.11252 -0.79979
H -0.35431 -2.70952 -1.39525
O -1.17842 -3.28631 -1.29090
H -5.68303 -0.03729 1.78450
H -5.90439 0.38254 3.28602
O -6.09001 -0.27881 2.54061
H -4.89245 -3.18493 -0.05497
O -5.21103 -2.89363 -0.90976
H -0.00459 -5.34224 -3.33833
H -0.11126 -4.32104 -4.45446
O 0.36514 -4.96824 -4.07903
H -4.36790 3.39742 3.21409
H 1.26032 5.00951 4.25037
H -0.58463 -0.63943 4.97160
H 1.64409 1.19923 1.21080
H 0.44818 2.68806 -0.06122
H -4.92715 -2.15487 -1.41106
O 0.14384 -6.28472 1.33988
H 1.04839 -6.43215 1.62128
H -0.28907 -6.83297 0.86378
O 6.56988 1.33692 -2.01644
H 5.96777 1.91034 -2.74590
H 6.24024 0.62253 -1.64890
O 1.24397 -2.06284 2.34379
H 0.79803 -2.64495 1.77656
H 1.89303 -1.50340 1.86824
O -0.13857 0.09751 -3.08054
H -0.33654 0.35575 -2.30145
H 0.42200 0.65189 -3.53022
O 4.45887 -1.84268 -2.34424
H 4.75363 -2.35886 -1.53045
H 3.59729 -1.43068 -2.11484
O 1.15585 2.11560 -4.16529
H 1.38533 2.25129 -5.12685
H 0.28145 2.45439 -4.01589
O -6.33665 0.23602 -1.51138
H -6.70579 -0.17381 -0.47320
H -5.69151 0.75828 -1.63657

---

No. 4
9
Properties=species:S:1:pos:R:3 method="wB97M-V/def2-TZVPD" energy_ev=-18564.8368 orbital_gap_ha=0.39176 e_above_lowest_ev=1.336 spin_multiplicity=1 e_lumo_ev=-0.16
C -0.99691 0.01225 0.08261
O 2.05468 -1.16351 0.62345
O -0.11897 -0.58261 -0.44357
O -2.19944 -0.50825 0.13843
O 1.49726 1.34374 0.25033
P 1.68137 0.00209 -0.17374
H -0.82931 0.86379 0.60047
H 1.74691 -0.13016 -1.53627
H -2.83560 0.16266 0.45830

---

No. 5
27
Properties=species:S:1:pos:R:3 method="wB97M-V/def2-TZVPD" energy_ev=-12675.3322 orbital_gap_ha="0.11868 / 0.26178" e_above_lowest_ev=0.399 spin_multiplicity=2 s2=0.76 e_lumo_ev="3.83 / 3.73" charge=-1
C -2.65467 1.17484 1.37242
C -1.17487 1.09205 1.70886
H -3.07258 2.18853 1.46739
H -2.80411 1.00708 0.29991
H -3.33110 0.53852 1.94032
H -0.78671 1.93510 2.28277
H -0.49173 0.91704 0.87997
H -0.99231 0.27359 2.40985
C 0.69864 -0.12881 -2.60568
C -0.77011 0.36519 -2.59714
C 1.15587 -0.57144 -1.23939
C 0.58699 -1.70328 -0.63328
C 2.06577 0.22537 -0.58519
C 0.70803 -1.82545 0.80287
C 2.34241 -0.03869 0.82531
C 1.49504 -0.92048 1.47336
O 1.48894 -0.89729 2.86271
H 0.79243 -0.83630 -3.43176
H 1.27243 0.70174 -3.03680
H -1.04556 0.93133 -1.70600
H 0.06848 -2.46489 -1.20108
H 2.56809 1.02562 -1.05315
H 0.31866 -2.66747 1.36963
H 2.91819 0.69783 1.36003
H 0.99878 -1.65592 3.18140
H -1.46186 -0.46465 -2.74446
H -0.89313 1.10083 -3.40288

---

No. 6
11
Properties=species:S:1:pos:R:3 method="wB97M-V/def2-TZVPD" energy_ev=-3681.4829 orbital_gap_ha=0.23735 e_above_lowest_ev=5.682 spin_multiplicity=1 e_lumo_ev=-10.00 charge=+1
C 2.41442 -0.09938 0.19005
N -0.92118 -0.40785 0.22503
C -1.78483 0.48429 -0.31623
H 2.72330 -1.07408 -0.20708
H 2.73640 0.68226 -0.48725
H 1.31416 -0.19744 0.11614
H -1.14344 -1.39892 -0.00076
H 2.77016 -0.05288 1.21141
H -1.13550 1.19893 -0.87797
H -2.60897 0.13765 -0.94200
H -2.20448 1.16424 0.46035

---

No. 7
25
Properties=species:S:1:pos:R:3 method="wB97M-V/def2-TZVPD" energy_ev=-17141.6171 orbital_gap_ha=0.33926 e_above_lowest_ev=8.043 spin_multiplicity=1 e_lumo_ev=0.13
C -2.01611 1.72383 0.50906
C -1.03158 1.34186 -0.51390
C 1.06541 0.57949 0.41573
C 2.58035 0.75795 0.67958
C 0.71400 -0.90430 0.52517
C -0.70403 -1.33487 -0.02166
C -1.41820 -0.24204 -0.86947
H -3.08665 1.55310 -0.00880
H -1.92515 2.64714 1.15420
H -2.04954 1.09315 1.45537
H -0.84142 1.86848 -1.47794
H 2.68622 1.91534 0.95562
H 3.20278 0.14533 1.40751
H 2.38395 0.45708 -1.47463
H 0.81970 -1.25145 1.54496
H 2.47308 -1.56679 -0.17028
H -0.55920 -2.15386 -0.79028
H -2.18899 -1.38444 1.26411
H -1.12160 -0.56965 -2.00454
H -3.39169 0.55657 -0.45113
N 0.35290 1.64087 -0.04816
O 3.21582 0.15748 -0.70017
O 1.50409 -1.39660 -0.54264
O -1.23473 -1.44892 1.26416
O -2.73655 -0.60292 -0.69810

---

No. 8
86
Properties=species:S:1:pos:R:3 method="wB97M-V/def2-TZVPD" energy_ev=-177532.4201 orbital_gap_ha=0.17825 spin_multiplicity=1 e_lumo_ev=1.96 charge=-2
Bi 1.11139 -0.14265 -1.02048
S 3.17567 -1.66416 -1.45819
C 3.28891 -1.97503 0.26475
C 3.42563 -3.28033 0.69862
C 3.48264 -3.58187 2.05738
C 3.59017 -4.92391 2.46240
N 3.69215 -6.02884 2.76258
C 3.42503 -2.53392 2.99689
C 3.31374 -1.22028 2.55162
C 3.22395 -0.92294 1.20021
S 3.00338 0.72801 0.68839
C 3.45975 -2.80098 4.37882
N 3.48951 -2.99760 5.51091
H 3.46501 -4.07614 -0.03021
H 3.27433 -0.41642 3.27127
S 1.42925 7.63434 -2.93583
N 2.36647 6.37215 -3.36262
C 1.91937 5.28910 -2.74325
C 2.47564 3.97200 -2.82797
C 3.59159 3.65293 -3.60068
C 4.07323 2.36044 -3.57950
C 3.42479 1.41639 -2.79262
N 2.34852 1.69878 -2.08909
C 1.85838 2.94297 -2.07613
C 0.68834 3.20794 -1.28259
N 0.11027 2.18097 -0.65735
C -0.95485 2.37223 0.08433
C -1.51631 3.63315 0.28938
C -0.95849 4.71392 -0.35371
C 0.15485 4.51461 -1.17419
C 0.78450 5.55785 -1.91615
N 0.42030 6.83243 -1.94190
H 4.05370 4.42915 -4.19177
H 4.93219 2.07151 -4.16160
H 3.77790 0.39782 -2.73163
H -1.38995 1.49103 0.52809
H -2.37619 3.74173 0.93088
H -1.35716 5.71280 -0.25025
S -3.76331 -1.14293 -6.92855
C -2.77947 -0.87937 -5.64363
S -3.32963 -0.91284 -3.99866
C -1.78120 -0.55297 -3.20954
C -0.73008 -0.41630 -4.06113
S 0.93065 -0.10635 -3.68246
S -1.08049 -0.55121 -5.77607
S -1.80109 -0.41539 -1.51670
O -6.77137 1.00799 7.13451
S -6.17140 1.67741 5.99212
O -6.52813 1.10647 4.70543
O -6.20292 3.13642 6.04047
C -4.36973 1.39244 6.19814
N -3.88740 1.70468 7.38711
C -2.58378 1.57784 7.55975
C -1.73891 1.15077 6.54623
C -2.34097 0.89347 5.31294
N -3.66085 1.00750 5.16036
C -1.57440 0.50566 4.12096
C -2.17257 -0.24592 3.11020
C -1.42358 -0.55425 1.98757
N -0.16881 -0.16604 1.81292
C 0.39324 0.55830 2.76505
C -0.25427 0.91009 3.93610
H -2.20616 1.82706 8.54496
H -0.68016 1.01542 6.70681
H -3.20112 -0.54916 3.21401
H -1.84429 -1.10984 1.16233
H 1.40498 0.88244 2.57130
H 0.26169 1.50767 4.67336
N -2.38458 -3.45532 -0.10168
C -1.24772 -3.36876 -0.84207
S 0.18872 -3.08701 -0.04896
N -1.40738 -3.62594 -2.15306
C -0.51509 -3.67544 -3.22751
C 0.86877 -3.63481 -3.10878
C 1.65729 -3.65328 -4.24483
C 1.08582 -3.74562 -5.50145
C -0.29218 -3.83140 -5.62234
C -1.08603 -3.79222 -4.49453
H -2.28884 -3.15190 0.85568
H -3.27887 -3.26279 -0.53084
H -2.37563 -3.67957 -2.45686
H 1.33634 -3.57867 -2.14125
H 2.72949 -3.58094 -4.13426
H 1.70688 -3.74861 -6.38478
H -0.75561 -3.90983 -6.59623
H -2.16346 -3.83613 -4.59100